No. 1
C21H25F2IN4O2Ti as an isolated structure at a distorted geometry, computed with ωB97M-V with the def2-TZVPD basis set.

Cartesian coordinates (Å):
Ti1 -0.50229 0.22061 0.66682
C1 1.93101 -0.51514 4.30362
C2 1.27238 -1.75214 3.78374
N1 1.60743 -2.92658 4.28158
C3 1.01378 -4.03597 3.81186
C4 0.07933 -4.04661 2.80184
C5 -0.55692 -5.33911 2.37055
O1 -1.85093 -5.53897 2.93476
C6 -0.26070 -2.80486 2.22718
C7 -1.23644 -2.71249 1.13479
N2 -1.35552 -1.64904 0.43605
C8 -2.45586 -1.20891 -0.39549
C9 -3.46978 -1.97594 -0.95134
C10 -4.45859 -1.25585 -1.59975
C11 -4.41290 0.14728 -1.63915
C12 -3.37915 0.85563 -1.05343
C13 -2.32481 0.16764 -0.43422
I1 -0.74138 2.85153 0.97172
C14 0.31328 -1.64858 2.75189
O2 -0.02372 -0.42526 2.31883
H1 2.52600 -0.76935 5.17687
H2 1.19116 0.24258 4.56356
H3 2.57234 -0.07251 3.53926
H4 1.31156 -4.96947 4.27662
H5 0.04798 -6.17144 2.72687
H6 -0.59461 -5.41603 1.27761
H7 -2.35147 -4.71979 2.89524
H8 -1.89580 -3.56129 0.94905
H9 -3.51040 -3.05584 -0.89380
H10 -5.28664 -1.77528 -2.06445
H11 -5.21673 0.67380 -2.13906
H12 -3.37267 1.93949 -1.08658
C15 1.58191 0.10833 -3.37235
C16 1.48589 0.04630 -4.92130
N3 0.08522 0.01321 -5.34488
C17 -0.54949 -1.17338 -4.76899
C18 -0.44543 -1.14052 -3.22180
N4 0.23858 0.08244 -2.78403
C19 -0.50718 1.24775 -3.28175
C20 -0.59311 1.20535 -4.82928
H13 2.07680 1.02787 -3.04972
H14 2.14813 -0.73342 -2.96808
H15 1.97813 -0.84695 -5.31066
H16 1.96216 0.91381 -5.38187
H17 -0.05688 -2.05575 -5.18286
H18 -1.59162 -1.19297 -5.09452
H19 0.12226 -1.99402 -2.84186
H20 -1.43236 -1.15976 -2.75972
H21 0.00781 2.14685 -2.93463
H22 -1.49436 1.23875 -2.82216
H23 -0.12371 2.08223 -5.27973
H24 -1.63100 1.17766 -5.16759
F1 2.24433 0.63252 0.95916
C21 1.44326 0.34249 -0.12513
F2 1.64091 -1.01703 -0.37005
H25 1.80259 0.93312 -0.96055

Values from the calculation:
Kohn-Sham gap ... 0.2452 hartree
HOMO level ... -8.1 eV
Total charge ... 0
Energy above the lowest of the compared OMol25 structures with the same formula, charge and spin ... 0.00 kcal/mol

No. 2
A 5-piece molecular cluster, C21H25F2NO16S overall at a distorted geometry, computed with ωB97M-V with the def2-TZVPD basis set.

Cartesian coordinates (Å):
O1 -0.88725 -1.92596 1.76411
C1 -0.53344 -1.38938 0.75640
O2 0.60270 -1.88195 0.02669
N1 0.25582 -3.18013 -0.31851
C2 -0.04669 -3.31186 -1.75785
C3 -1.36041 -4.20377 -1.95808
F1 -1.68754 -4.82841 -0.74096
S1 1.43828 -4.26734 0.22769
O3 2.61828 -3.49613 0.57169
O4 1.74408 -5.33471 -0.69710
F2 0.77488 -4.97525 1.54242
C4 -1.30958 -0.19587 0.19680
C5 -2.65764 0.08049 0.68864
C6 -3.37380 1.21108 0.11366
C7 -2.83384 2.09604 -0.93490
C8 -1.47239 1.80159 -1.39001
C9 -0.68977 0.65008 -0.82076
H1 0.77546 -3.74463 -2.38004
H2 -0.29443 -2.31570 -2.22117
H3 -1.24970 -4.93175 -2.80570
H4 -2.20475 -3.51459 -2.22594
H5 -3.14756 -0.52302 1.47996
H6 -4.39049 1.42932 0.50236
H7 -3.42824 2.94299 -1.34979
H8 -0.99773 2.42450 -2.17536
H9 0.35073 0.47378 -1.19035
C10 -6.27044 4.24307 3.15069
C11 -5.74948 3.64813 4.42976
O5 -4.71489 2.78001 3.97718
C12 -4.29936 3.24078 2.76610
O6 -3.33721 2.84386 2.18971
O7 -5.12801 4.21478 2.29982
H10 -6.63313 5.26204 3.28005
H11 -7.06209 3.63926 2.69962
H12 -5.31522 4.39891 5.09484
H13 -6.51249 3.09282 4.97391
C13 1.36898 6.57173 -0.93403
C14 1.94744 5.21108 -0.67224
O8 0.80257 4.36606 -0.69206
C15 -0.14937 4.99671 -1.42847
O9 -1.16858 4.49050 -1.78085
O10 0.21261 6.27625 -1.71099
H14 2.05205 7.21907 -1.48247
H15 1.05966 7.07933 -0.01666
H16 2.63525 4.89074 -1.45932
H17 2.45632 5.15337 0.28943
C16 2.94836 -7.09319 2.30433
C17 4.00960 -6.05573 2.06660
O11 4.78099 -6.10941 3.26453
C18 4.59413 -7.34063 3.81173
O12 5.22174 -7.77192 4.72658
O13 3.59812 -8.01583 3.17646
H18 2.62994 -7.58434 1.38546
H19 2.07063 -6.68642 2.81087
H20 4.65505 -6.30390 1.21975
H21 3.59725 -5.06172 1.91575
C19 3.81266 1.16637 -3.31171
C20 2.41429 0.73356 -3.64177
O14 1.71417 1.95923 -3.77353
C21 2.63444 2.91022 -4.08139
O15 2.36001 4.01947 -4.41947
O16 3.90355 2.43716 -3.95189
H22 4.56604 0.48023 -3.69636
H23 3.96907 1.29804 -2.23793
H24 2.36116 0.18925 -4.58838
H25 1.96922 0.12165 -2.85751

Values from the calculation:
Kohn-Sham gap ... 0.3303 hartree
HOMO level ... -9.0 eV
SMILES string ... O=C(ON(CCF)S(=O)(=O)F)c1ccccc1.O=C1OCCO1.O=C1OCCO1.O=C1OCCO1.O=C1OCCO1
Total charge ... 0

No. 3
One molecule with the formula C21H25N3O2 at a distorted geometry, computed with ωB97M-V with the def2-TZVPD basis set.

Cartesian coordinates (Å):
C1 -3.72488 2.19482 0.65170
H1 -3.38490 2.59011 -0.30244
H2 -3.46202 2.89602 1.43871
C2 -3.05612 0.84831 0.92078
N1 -3.34910 0.37142 2.26293
C3 -2.27287 -0.36100 2.89029
H3 -1.35190 0.20864 2.75233
H4 -2.47223 -0.41850 3.96279
C4 -2.02275 -1.80292 2.39861
H5 -1.15104 -2.20085 2.92672
H6 -2.89141 -2.43787 2.58381
O1 -1.81052 -1.89110 0.99664
C5 -0.63558 -1.46130 0.52676
N2 0.28623 -1.03596 1.34999
N3 1.43496 -0.56833 0.89723
C6 1.70735 -0.52339 -0.38016
C7 0.80653 -1.04890 -1.36690
C8 1.09691 -1.17798 -2.73630
C9 0.16041 -1.69833 -3.59194
C10 -1.08979 -2.11746 -3.12080
C11 -1.38445 -2.04503 -1.78443
C12 -0.43715 -1.52092 -0.89260
H7 -2.32852 -2.39139 -1.39385
H8 -1.81350 -2.51580 -3.81657
H9 0.38748 -1.79435 -4.64385
H10 2.06817 -0.88088 -3.10090
C13 2.99066 0.09198 -0.74096
C14 4.14209 -0.23348 -0.02395
C15 5.35058 0.34305 -0.33906
C16 5.44232 1.28035 -1.37123
C17 4.29250 1.63203 -2.06982
C18 3.08238 1.03937 -1.75373
H11 2.19337 1.34718 -2.28572
H12 4.32221 2.36973 -2.85656
O2 6.68376 1.78743 -1.60436
C19 6.84000 2.74955 -2.61804
H13 7.89869 3.00438 -2.62216
H14 6.25288 3.65048 -2.41177
H15 6.56135 2.35069 -3.59907
H16 6.24855 0.09099 0.20246
H17 4.06860 -0.94788 0.78063
C20 -4.65719 -0.25430 2.35452
C21 -5.11432 -0.44908 3.79575
H18 -6.16956 -0.71141 3.81055
H19 -4.56098 -1.24312 4.29040
H20 -4.97590 0.47381 4.35240
H21 -5.36295 0.41725 1.86125
H22 -4.69287 -1.21822 1.81666
H23 -3.36280 0.12251 0.14945
H24 -1.97549 0.98503 0.83668
H25 -4.80717 2.10463 0.61716

Values from the calculation:
Kohn-Sham gap ... 0.3041 hartree
HOMO level ... -8.0 eV
SMILES string ... CCN(CC)CCOc1nnc(-c2ccc(OC)cc2)c2ccccc12
Total charge ... 0
Energy above the lowest of the compared OMol25 structures with the same formula, charge and spin ... 77.42 kcal/mol

No. 4
One molecule with the formula C21H25N3O2 at a distorted geometry, computed with ωB97M-V with the def2-TZVPD basis set.

Cartesian coordinates (Å):
C1 4.89903 -1.24860 -1.36427
H1 5.53010 -1.78732 -0.66062
H2 5.18828 -0.20076 -1.35767
C2 3.41808 -1.40719 -0.99753
N1 3.04624 -0.97626 0.33485
C3 3.57509 -1.80925 1.39531
H3 3.81925 -2.79009 0.98061
H4 4.48498 -1.39061 1.85489
C4 2.52660 -2.02074 2.50096
H5 2.88933 -2.75308 3.22602
H6 2.28131 -1.08279 3.00236
O1 1.35233 -2.57274 1.92920
C5 0.43996 -1.70491 1.47499
N2 0.44128 -0.46277 1.88318
N3 -0.43251 0.40601 1.41535
C6 -1.34571 0.06800 0.54187
C7 -1.51808 -1.29114 0.11711
C8 -2.58460 -1.76036 -0.67011
C9 -2.65964 -3.08739 -1.00570
C10 -1.68780 -3.99547 -0.56742
C11 -0.66100 -3.57440 0.23637
C12 -0.56990 -2.22179 0.59690
H7 0.08200 -4.26028 0.61184
H8 -1.76421 -5.03415 -0.85404
H9 -3.48051 -3.44334 -1.61149
H10 -3.35094 -1.07038 -0.98869
C13 -2.18284 1.16228 0.03500
C14 -2.67511 2.12044 0.91349
C15 -3.45265 3.17169 0.46476
C16 -3.74055 3.29274 -0.89103
C17 -3.22343 2.35017 -1.78190
C18 -2.45627 1.30143 -1.32581
H11 -2.03826 0.60078 -2.03404
H12 -3.43586 2.46934 -2.83281
O2 -4.49626 4.28038 -1.44620
C19 -5.02248 5.27774 -0.60540
H13 -5.57469 5.95219 -1.25807
H14 -4.22902 5.83548 -0.09760
H15 -5.70552 4.85718 0.13990
H16 -3.82490 3.88981 1.17840
H17 -2.44281 2.02937 1.96300
C20 3.21103 0.44191 0.61305
C21 2.46309 1.33957 -0.36379
H18 2.91642 1.33450 -1.35197
H19 1.42797 1.02028 -0.44350
H20 2.47495 2.35978 0.01099
H21 2.79306 0.61309 1.60723
H22 4.27809 0.72836 0.63821
H23 2.80683 -0.84936 -1.70965
H24 3.13565 -2.46107 -1.08585
H25 5.07457 -1.64629 -2.36065

Values from the calculation:
Kohn-Sham gap ... 0.3013 hartree
HOMO level ... -7.8 eV
SMILES string ... CCN(CC)CCOc1nnc(-c2ccc(OC)cc2)c2ccccc12
Total charge ... 0
Energy above the lowest of the compared OMol25 structures with the same formula, charge and spin ... 76.58 kcal/mol